<one>
ORCA calculation (wB97M-V/def2-TZVPD) on an isolated molecule of CH2O3S.

Results
Orbital gap (spin up / spin down) ... 7.535 / 7.543 eV

Geometry as XYZ:
```
7
Properties=species:S:1:pos:R:3:nbo_charge:R:1
C -1.02 0.01 -0.32 -0.17
O 1.30 1.30 -0.38 -0.91
O 1.40 -1.14 -0.66 -0.90
O 0.51 -0.18 1.44 -0.77
S 0.85 0.00 -0.02 2.35
H -1.55 -0.91 -0.11 0.20
H -1.49 0.91 0.05 0.20
```

<two>
ORCA calculation (wB97M-V/def2-TZVPD) on an isolated molecule of CH2O3S.

Results
Orbital gap ... 8.713 eV
SMILES ... OC1(O)OS1

Geometry as XYZ:
```
7
Properties=species:S:1:pos:R:3:nbo_charge:R:1
C -0.04 -0.02 0.22 0.87
O -0.48 -1.22 0.76 -0.68
O -0.64 1.13 0.49 -0.59
O 0.41 -0.27 -1.02 -0.69
S 0.97 1.58 1.03 0.08
H -0.88 -1.73 0.04 0.50
H 0.66 0.52 -1.52 0.51
```

Here are the energies relative to the best structure, in kJ/mol: <one> 198.7; <two> 0.0.

<one>
ORCA calculation (wB97M-V/def2-TZVPD) on a cluster of 2 separate species, C10H18O2 in total.

Results
Orbital gap ... 8.775 eV
SMILES ... CC(C)(C)C(O)=C=O.C=C(C)C

Geometry as XYZ:
```
30
Properties=species:S:1:pos:R:3:nbo_charge:R:1
C 0.05 1.98 0.79 0.64
C 0.34 1.28 -0.21 -0.02
C 2.89 1.37 -0.16 -0.63
C 1.83 -0.73 -0.79 -0.59
C 1.82 -0.03 1.64 -0.62
C -2.66 0.19 1.15 -0.65
C -1.64 -0.98 -0.89 -0.65
C -2.76 1.16 -1.13 -0.42
C 1.72 0.45 0.18 -0.01
C -2.23 0.31 -0.27 0.03
O -0.21 2.34 1.87 -0.47
O 0.01 1.54 -1.52 -0.68
H 3.05 1.80 -1.19 0.22
H 3.80 0.82 0.03 0.21
H 2.94 2.11 0.64 0.21
H 1.90 -0.36 -1.77 0.22
H 2.87 -1.24 -0.45 0.19
H 1.11 -1.44 -0.54 0.21
H 0.91 -0.28 2.07 0.22
H 2.25 0.78 2.26 0.21
H 2.54 -0.82 1.65 0.22
H -3.08 1.26 1.44 0.23
H -1.85 -0.24 1.78 0.21
H -3.34 -0.62 1.06 0.22
H -2.47 -1.69 -1.08 0.22
H -1.06 -0.90 -1.84 0.22
H -0.93 -1.27 -0.25 0.19
H 0.46 2.41 -1.79 0.48
H -3.18 2.07 -0.74 0.18
H -2.74 1.10 -2.23 0.20
```

<two>
ORCA calculation (wB97M-V/def2-TZVPD) on an isolated molecule of C10H18O2.

Results
Orbital gap ... 10.315 eV
SMILES ... COC1(OC)C[C@@H]2CC[C@@]1(C)C2

Geometry as XYZ:
```
30
Properties=species:S:1:pos:R:3:nbo_charge:R:1
O -0.76 0.54 1.67 -0.57
O -1.38 -0.61 -0.41 -0.55
C -1.27 -0.49 2.48 -0.25
C -2.82 -0.31 -0.28 -0.28
C 1.35 -1.46 1.12 -0.61
C 1.15 0.38 -2.17 -0.42
C -0.38 1.53 -0.65 -0.46
C 1.25 -0.85 -1.36 -0.40
C 1.69 0.96 0.11 -0.44
C -0.50 0.27 0.24 0.56
C 1.07 1.55 -1.17 -0.20
C 0.95 -0.29 0.08 -0.05
H -2.27 -0.30 2.84 0.17
H -0.59 -0.50 3.28 0.18
H -1.12 -1.39 1.92 0.19
H -3.25 -0.23 0.69 0.18
H -3.44 -1.13 -0.68 0.20
H -3.23 0.61 -0.84 0.18
H 1.35 -1.11 2.20 0.21
H 2.35 -1.69 0.93 0.21
H 0.75 -2.34 0.91 0.21
H 0.24 0.35 -2.77 0.20
H 2.07 0.32 -2.79 0.21
H -0.54 2.45 -0.09 0.23
H -1.05 1.63 -1.53 0.22
H 2.28 -1.28 -1.48 0.21
H 0.43 -1.51 -1.75 0.23
H 1.52 1.54 1.03 0.23
H 2.71 0.78 -0.03 0.20
H 1.44 2.56 -1.55 0.22
```

Here are the energies relative to the best structure, in kJ/mol: <one> 203.0; <two> 0.0.

<one>
ORCA calculation (wB97M-V/def2-TZVPD) on a structure of composition C31H36IrNOPSi2.

Results
Orbital gap (spin up / spin down) ... 5.498 / 5.971 eV
Total charge ... +2
Spin multiplicity ... 2

Geometry as XYZ:
```
73
Properties=species:S:1:pos:R:3:mulliken_spin:R:1
Ir 0.37 1.26 0.10 0.81
O -0.37 3.04 1.31 -0.03
C -1.31 2.86 1.93 0.02
C -2.23 2.19 2.67 0.06
C -3.17 2.81 3.54 0.02
C -4.13 2.06 4.15 0.00
C -4.21 0.69 3.90 0.00
C -3.30 0.06 3.06 -0.01
C -2.29 0.77 2.44 0.01
P -1.11 -0.15 1.36 0.20
C -0.18 -1.13 2.57 -0.06
C 0.76 -0.38 3.29 0.03
C 1.56 -0.97 4.24 0.00
C 1.45 -2.33 4.49 0.00
C 0.54 -3.09 3.77 0.00
C -0.28 -2.50 2.83 0.01
C -2.27 -1.02 0.28 0.01
C -2.48 -2.39 0.17 0.00
C -3.46 -2.87 -0.70 0.00
C -4.21 -2.00 -1.47 0.00
C -3.99 -0.63 -1.38 0.00
C -3.03 -0.15 -0.52 -0.01
H -3.09 3.88 3.71 0.00
H -4.84 2.53 4.82 0.00
H -5.00 0.11 4.36 0.00
H -3.37 -1.00 2.89 0.00
H 0.85 0.69 3.09 -0.04
H 2.27 -0.37 4.80 0.00
H 2.08 -2.80 5.23 0.00
H 0.46 -4.15 3.96 0.00
H -1.00 -3.12 2.31 0.00
H -1.90 -3.10 0.72 0.00
H -3.63 -3.94 -0.77 0.00
H -4.97 -2.38 -2.14 0.00
H -4.56 0.06 -1.99 0.00
H -2.85 0.92 -0.44 0.00
C 0.66 -2.41 -1.27 0.00
Si 2.24 -1.36 -1.27 0.01
C 3.05 -1.47 0.43 -0.02
C 3.42 -1.87 -2.64 0.00
C 1.54 0.42 -1.51 -0.08
C 0.50 0.68 -2.50 -0.02
C 0.38 0.21 -3.81 0.01
C -0.69 0.65 -4.57 0.00
C -1.61 1.54 -4.03 0.00
C -1.46 1.93 -2.71 -0.02
N -0.43 1.50 -1.99 0.08
Si 2.85 1.90 -1.52 -0.01
C 1.89 3.52 -1.63 0.02
C 3.80 1.83 0.10 0.01
C 3.89 1.63 -3.06 0.00
H 0.92 -3.47 -1.33 0.00
H 0.00 -2.17 -2.10 0.00
H 0.12 -2.24 -0.34 0.00
H 3.01 -2.50 0.80 0.00
H 2.55 -0.84 1.17 0.02
H 4.10 -1.20 0.39 0.00
H 3.62 -2.94 -2.54 0.00
H 4.37 -1.35 -2.57 0.00
H 3.01 -1.70 -3.63 0.00
H 1.11 -0.48 -4.21 0.00
H -0.80 0.31 -5.59 0.00
H -2.44 1.91 -4.62 0.00
H -2.15 2.61 -2.24 0.00
H 1.14 3.65 -0.85 -0.01
H 1.39 3.63 -2.59 0.00
H 2.60 4.35 -1.53 0.00
H 3.14 1.74 0.97 0.00
H 4.37 2.76 0.23 0.00
H 4.51 1.01 0.13 0.00
H 3.29 1.26 -3.90 0.00
H 4.69 0.92 -2.88 0.00
H 4.34 2.57 -3.37 0.00
```

<two>
ORCA calculation (wB97M-V/def2-TZVPD) on a structure of composition C31H36IrNOPSi2.

Results
Orbital gap (spin up / spin down) ... 5.907 / 6.471 eV
Total charge ... +2
Spin multiplicity ... 2

Geometry as XYZ:
```
73
Properties=species:S:1:pos:R:3:mulliken_spin:R:1
Ir 0.50 -0.17 -1.28 0.73
O 2.84 -0.56 -2.37 0.00
C 3.35 -0.59 -1.35 -0.01
C 3.97 -0.62 -0.13 0.02
C 5.38 -0.75 -0.04 0.01
C 5.93 -0.77 1.22 0.00
C 5.10 -0.67 2.34 0.00
C 3.73 -0.54 2.24 -0.01
C 3.11 -0.51 1.00 -0.01
P 1.26 -0.37 0.85 0.24
C 0.84 -1.90 1.73 -0.07
C 0.83 -3.05 0.93 0.03
C 0.57 -4.29 1.48 0.02
C 0.30 -4.40 2.84 0.00
C 0.31 -3.26 3.64 0.00
C 0.59 -2.02 3.09 0.00
C 1.07 1.16 1.81 0.02
C 0.35 1.33 2.99 0.00
C 0.32 2.58 3.61 0.00
C 1.01 3.65 3.07 0.00
C 1.73 3.48 1.89 0.00
C 1.76 2.25 1.27 0.00
H 5.99 -0.83 -0.93 0.00
H 7.00 -0.87 1.33 0.00
H 5.55 -0.68 3.33 0.00
H 3.13 -0.46 3.13 0.00
H 1.01 -2.97 -0.14 -0.06
H 0.57 -5.17 0.85 0.00
H 0.08 -5.36 3.27 0.00
H 0.11 -3.35 4.70 0.00
H 0.64 -1.17 3.75 0.00
H -0.23 0.53 3.42 0.00
H -0.25 2.70 4.52 0.00
H 0.99 4.61 3.56 0.00
H 2.27 4.32 1.46 0.00
H 2.32 2.13 0.35 0.00
C -2.42 0.35 1.50 0.00
Si -2.79 -0.44 -0.15 0.01
C -2.63 -2.30 0.01 0.00
C -4.54 0.00 -0.67 0.00
C -1.52 0.23 -1.42 0.00
C -1.29 1.71 -1.48 -0.02
C -2.14 2.80 -1.39 0.01
C -1.58 4.07 -1.52 0.01
C -0.21 4.22 -1.71 0.00
C 0.58 3.09 -1.75 -0.01
N 0.04 1.88 -1.66 0.07
Si -1.69 -0.45 -3.25 0.00
C -0.34 0.31 -4.32 0.02
C -1.45 -2.31 -3.22 0.02
C -3.36 0.07 -3.91 0.00
H -3.26 0.19 2.19 0.00
H -2.22 1.42 1.46 0.00
H -1.55 -0.14 1.95 0.00
H -3.01 -2.60 0.99 0.00
H -1.60 -2.64 -0.07 0.00
H -3.22 -2.83 -0.74 0.00
H -5.22 -0.26 0.15 0.00
H -4.88 -0.56 -1.54 0.00
H -4.69 1.06 -0.88 0.00
H -3.20 2.67 -1.23 0.00
H -2.22 4.94 -1.47 0.00
H 0.23 5.19 -1.83 0.00
H 1.65 3.14 -1.90 0.00
H 0.69 0.15 -3.98 -0.01
H -0.47 1.39 -4.43 0.00
H -0.41 -0.14 -5.31 0.00
H -0.57 -2.61 -2.65 -0.01
H -1.31 -2.67 -4.24 0.00
H -2.30 -2.84 -2.80 0.00
H -3.63 1.08 -3.60 0.00
H -4.15 -0.61 -3.58 0.00
H -3.34 0.05 -5.00 0.00
```

Here are the energies relative to the best structure, in kJ/mol: <one> 98.8; <two> 0.0.

<one>
ORCA calculation (wB97M-V/def2-TZVPD) on an isolated molecule of C4H4ClOP.

Results
Orbital gap ... 8.890 eV
SMILES ... O=C=C[C@@H]1CP1Cl

Geometry as XYZ:
```
11
Properties=species:S:1:pos:R:3:nbo_charge:R:1
C -1.44 0.29 0.23 -0.58
C -0.07 -0.19 0.42 -0.42
C -2.29 0.09 -0.75 0.72
C 0.88 -0.66 -0.68 -0.69
O -3.01 0.01 -1.65 -0.45
P 0.16 -2.08 0.25 0.68
Cl -1.32 -2.64 -1.03 -0.29
H -2.00 0.96 0.94 0.28
H 0.43 0.13 1.33 0.25
H 0.47 -0.49 -1.67 0.25
H 1.87 -0.42 -0.35 0.24
```

<two>
ORCA calculation (wB97M-V/def2-TZVPD) on an isolated molecule of C4H4ClOP.

Results
Orbital gap (spin up / spin down) ... 7.014 / 6.292 eV

Geometry as XYZ:
```
11
Properties=species:S:1:pos:R:3:nbo_charge:R:1
C 1.11 0.65 0.40 -0.14
C -0.22 0.88 0.59 -0.44
C 1.56 -0.41 -0.41 -0.55
C -1.17 0.23 -0.09 0.62
O -2.29 0.04 -0.38 -0.41
P 0.33 -1.62 -0.79 0.44
Cl -3.63 0.08 1.22 -0.21
H 1.93 1.17 0.85 0.23
H -0.68 1.57 1.19 0.26
H 2.59 -0.64 -0.48 0.23
H 0.49 -1.97 -2.09 -0.04
```

Here are the energies relative to the best structure, in kJ/mol: <one> 0.0; <two> 361.4.

<one>
ORCA calculation (wB97M-V/def2-TZVPD) on an isolated molecule of C7H14N2.

Results
Orbital gap ... 7.919 eV
SMILES ... C/N=C(C)/C(C)=C(\C)N

Geometry as XYZ:
```
23
Properties=species:S:1:pos:R:3:nbo_charge:R:1
C -2.34 -0.19 0.93 -0.43
C -1.14 -1.57 -1.54 -0.67
C 1.95 -0.22 -1.45 -0.63
C 1.11 2.07 0.67 -0.67
C -0.52 -0.53 -0.65 0.24
C 0.81 -0.23 -0.48 -0.26
C 0.71 0.62 0.73 0.45
N 0.88 0.03 1.95 -0.79
N -1.20 0.30 0.20 -0.52
H 0.55 0.55 2.75 0.37
H 0.64 -0.95 1.98 0.39
H -2.04 -0.80 1.80 0.16
H -2.99 -0.83 0.32 0.19
H -2.93 0.65 1.29 0.20
H -2.03 -1.18 -2.03 0.22
H -1.44 -2.45 -0.96 0.22
H -0.43 -1.89 -2.30 0.22
H 2.89 -0.50 -0.97 0.21
H 2.09 0.76 -1.92 0.20
H 1.76 -0.93 -2.25 0.22
H 2.18 2.14 0.46 0.23
H 0.91 2.59 1.61 0.21
H 0.57 2.56 -0.14 0.24
```

<two>
ORCA calculation (wB97M-V/def2-TZVPD) on a structure of composition C7H14N2.

Results
Orbital gap ... 9.504 eV

Geometry as XYZ:
```
23
Properties=species:S:1:pos:R:3:nbo_charge:R:1
C -0.31 -1.93 -2.03 -0.61
C -0.50 -0.38 -1.83 -0.22
C -0.08 1.51 -0.20 -0.06
C 0.92 1.53 0.99 -0.41
C 0.60 0.18 1.65 -0.06
C -0.43 -0.25 0.59 -0.06
C -1.39 1.00 0.45 -0.44
H -0.89 -2.44 -1.24 0.20
H -0.73 -2.15 -3.04 0.21
H 0.72 -2.28 -2.01 0.22
H -1.56 -0.18 -1.84 0.16
H -0.03 0.16 -2.68 0.19
H 0.01 2.39 -0.91 0.21
H 0.76 2.39 1.70 0.20
H 1.97 1.59 0.65 0.23
H 0.07 0.42 2.62 0.16
H 1.42 -1.66 2.14 0.36
H 2.42 -0.31 2.27 0.36
H -0.88 -1.28 0.55 0.20
H -2.24 0.80 -0.23 0.21
H -1.77 1.49 1.34 0.20
N 0.24 0.12 -0.67 -0.44
N 1.68 -0.74 1.71 -0.82
```

Here are the energies relative to the best structure, in kJ/mol: <one> 18.8; <two> 0.0.

<one>
ORCA calculation (wB97M-V/def2-TZVPD) on a cluster of 2 separate species, C7H14N2 in total.

Results
Orbital gap ... 9.599 eV
SMILES ... CCc1c[nH]cn1.CC

Geometry as XYZ:
```
23
Properties=species:S:1:pos:R:3:nbo_charge:R:1
C -0.72 -0.55 1.36 -0.43
C -1.22 -1.58 2.35 -0.61
C 0.49 -0.97 0.59 0.11
C 0.95 -2.23 0.38 -0.13
C 2.19 -0.77 -0.71 0.18
N 1.28 -0.07 -0.09 -0.47
N 2.00 -2.11 -0.52 -0.54
H -1.55 -0.35 0.68 0.22
H -0.41 0.38 1.83 0.22
H -0.39 -2.00 2.94 0.20
H 0.84 -3.18 0.87 0.22
H 2.93 -0.52 -1.45 0.19
H 2.31 -2.77 -1.21 0.41
H -1.70 -2.44 1.89 0.21
H -1.76 -1.15 3.18 0.22
C -0.87 1.86 -1.41 -0.62
C -0.48 3.32 -1.67 -0.62
H -0.87 1.64 -0.34 0.20
H -1.84 1.44 -1.69 0.20
H -0.14 1.14 -1.79 0.22
H -1.32 3.96 -1.92 0.21
H 0.26 3.36 -2.48 0.20
H 0.05 3.62 -0.77 0.21
```

<two>
ORCA calculation (wB97M-V/def2-TZVPD) on a cluster of 2 separate species, C7H14N2 in total.

Results
Orbital gap ... 9.502 eV
SMILES ... Cc1c[nH]cn1.CCC

Geometry as XYZ:
```
23
Properties=species:S:1:pos:R:3:nbo_charge:R:1
C 1.09 0.73 2.19 -0.42
C 0.81 -0.66 2.55 -0.63
C 1.62 0.89 0.76 -0.62
H 0.12 1.43 2.24 0.21
H 1.94 1.19 2.81 0.21
H 1.49 -1.38 1.98 0.20
H 2.53 1.40 0.60 0.21
H -0.21 -0.96 2.31 0.21
H 0.85 -1.14 3.55 0.22
H 1.56 -0.19 0.42 0.20
H 1.02 1.36 0.02 0.22
C -2.12 -0.68 -0.12 -0.63
C -0.63 1.07 -2.87 0.19
C -1.33 -0.20 -1.28 0.09
C -0.42 -0.96 -1.95 -0.13
N -1.43 1.08 -1.82 -0.45
N 0.10 -0.09 -2.96 -0.55
H -0.29 1.82 -3.45 0.18
H 0.82 -0.58 -3.58 0.43
H -0.03 -1.89 -1.81 0.21
H -2.13 -1.67 -0.05 0.21
H -3.28 -0.49 -0.35 0.21
H -2.05 -0.07 0.83 0.23
```

<three>
ORCA calculation (wB97M-V/def2-TZVPD) on an isolated molecule of C7H14N2.

Results
Orbital gap ... 8.520 eV
SMILES ... [H]/N=C(C)\C=C(/C)N(C)C

Geometry as XYZ:
```
23
Properties=species:S:1:pos:R:3:nbo_charge:R:1
C -2.37 -1.46 0.31 -0.41
C -2.43 0.96 0.13 -0.41
C 2.83 1.76 0.28 -0.69
C 0.46 -1.14 -1.49 -0.69
N -1.70 -0.26 -0.16 -0.51
C 2.24 0.41 0.52 0.33
C 0.01 -0.27 -0.38 0.24
C 0.46 0.36 0.64 -0.28
N 2.96 -0.62 0.71 -0.65
H 2.41 -1.48 0.74 0.34
H 0.10 0.98 1.44 0.24
H -2.80 -1.32 1.32 0.17
H -3.20 -1.72 -0.36 0.18
H -2.39 1.23 1.19 0.15
H -3.49 0.87 -0.14 0.20
H -2.01 1.80 -0.45 0.20
H -1.70 -2.32 0.37 0.20
H 3.92 1.70 0.19 0.23
H 2.42 2.20 -0.63 0.23
H 2.59 2.42 1.12 0.23
H 0.82 -2.11 -1.13 0.23
H -0.39 -1.32 -2.16 0.25
H 1.27 -0.66 -2.05 0.24
```

<four>
ORCA calculation (wB97M-V/def2-TZVPD) on an isolated molecule of C7H14N2.

Results
Orbital gap ... 7.842 eV

Geometry as XYZ:
```
23
Properties=species:S:1:pos:R:3:nbo_charge:R:1
C 1.03 0.76 2.51 -0.68
C -0.04 0.03 1.71 0.41
N 0.79 -0.94 0.48 -0.72
N -0.96 -0.72 2.28 -0.95
H 1.74 -1.30 0.50 0.39
H 0.12 -1.70 0.39 0.40
H -1.01 -0.58 3.28 0.34
H 0.61 1.66 2.95 0.22
H 1.42 0.12 3.30 0.22
H 1.86 1.06 1.87 0.20
C -1.50 -0.75 -1.88 -0.65
C -0.14 -0.12 -1.87 -0.02
C 0.39 0.40 -0.59 0.00
C 0.60 -0.02 -2.98 -0.36
C -0.52 0.98 0.44 -0.52
H 1.34 0.91 -0.69 0.21
H -1.63 -1.40 -2.74 0.22
H -1.68 -1.34 -0.98 0.22
H -2.28 0.02 -1.91 0.23
H 1.55 0.50 -2.99 0.19
H 0.24 -0.37 -3.94 0.20
H -1.57 0.76 0.25 0.23
H -0.33 2.03 0.64 0.22
```

Here are the energies relative to the best structure, in kJ/mol: <one> 0.0; <two> 140.4; <three> 278.7; <four> 253.6.